Record 1
19 unconnected molecules or ions with the total composition C49H146N10O19. Source: OMol25; level of theory: ωB97M-V/def2-TZVPD.

Values from the calculation:
energy above the lowest of the compared OMol25 structures with the same formula, charge and spin: 80.9 kJ/mol
E_HOMO: -8.81 eV
molar mass: 1179.76 g mol⁻¹
orbital gap: 9.4 eV

Each line ends with the Löwdin charge.
Atoms and positions in Å:
C -4.1608 5.3043 -2.7199  -0.048
C -4.2180 4.9056 -1.2918  -0.420
C -3.4034 3.6900 -0.8615  -0.201
O -3.6590 2.4713 -1.5759  -0.197
C -2.5315 1.5819 -1.4130  -0.076
N -3.7529 5.9991 -0.3773  0.070
H -4.6503 4.5200 -3.2669  0.077
H -3.1534 5.3790 -3.0399  0.067
H -4.5948 6.2975 -2.8090  0.085
H -5.2071 4.6265 -0.9819  0.130
H -3.5764 3.4672 0.1973  0.112
H -2.3207 3.9666 -0.9766  0.128
H -2.5132 1.1665 -0.3875  0.084
H -1.5988 2.0681 -1.6668  0.073
H -2.6603 0.7380 -2.0180  0.035
H -3.8197 5.6421 0.5658  0.038
H -2.7951 6.2017 -0.6162  0.023
C 1.8597 -8.4877 2.8153  -0.046
C 2.3996 -7.6885 1.6344  -0.403
C 3.9481 -7.7168 1.4119  -0.187
O 4.2455 -6.9522 0.2271  -0.214
C 5.6801 -6.9070 0.0556  -0.089
N 1.6026 -8.0504 0.4249  0.051
H 0.8453 -8.2226 2.9309  0.058
H 2.3520 -8.1991 3.6948  0.056
H 1.9798 -9.5620 2.5395  0.097
H 2.1951 -6.6264 1.9032  0.110
H 4.2828 -8.7446 1.4068  0.111
H 4.4714 -7.2461 2.3067  0.141
H 6.1211 -6.4059 0.9264  0.085
H 5.8922 -6.3434 -0.8504  0.081
H 6.0735 -7.9518 -0.0414  0.096
H 1.6796 -9.0288 0.2588  0.066
H 1.9750 -7.6530 -0.4012  0.050
C -2.4288 -8.1073 0.6391  -0.054
C -1.9905 -6.7600 0.0444  -0.344
C -3.1045 -5.7080 -0.0370  -0.219
O -3.8413 -5.5827 1.1411  -0.210
C -4.8967 -4.6013 1.0014  -0.054
N -0.7718 -6.1211 0.6990  0.063
H -1.5691 -8.7617 0.8463  0.074
H -3.2470 -8.5478 0.0639  0.076
H -3.0782 -8.1153 1.5345  0.078
H -1.6302 -6.9574 -0.9660  0.125
H -3.7412 -5.8755 -0.8628  0.112
H -2.6725 -4.7322 -0.2677  0.087
H -5.2312 -4.4611 2.0317  0.095
H -5.7023 -4.9775 0.3850  0.088
H -4.4763 -3.6539 0.6282  0.077
H -0.1167 -6.8859 0.7505  0.022
H -1.0887 -5.9457 1.6471  0.051
C 3.9910 3.7884 -4.7451  -0.049
C 4.1075 3.6012 -3.2147  -0.393
C 2.7466 3.4783 -2.5586  -0.225
O 2.8733 3.6590 -1.1613  -0.184
C 1.6853 3.2323 -0.4803  -0.098
N 4.9507 2.4255 -2.8169  0.055
H 3.4468 4.7274 -4.9186  0.084
H 3.5887 2.9252 -5.1884  0.048
H 4.9925 3.9062 -5.1970  0.081
H 4.4335 4.5165 -2.8154  0.115
H 2.2883 2.4951 -2.7458  0.107
H 2.0213 4.1951 -2.9757  0.129
H 1.5648 2.1620 -0.6287  0.085
H 0.8183 3.5909 -0.9352  0.063
H 1.8017 3.4731 0.5657  0.045
H 5.9043 2.7117 -2.9890  0.069
H 4.8249 1.7161 -3.5665  0.050
C -0.8889 -1.9029 -2.0804  -0.065
C -1.8235 -3.0535 -2.1359  -0.457
C -3.0221 -2.7204 -3.0165  -0.243
O -3.4959 -1.4913 -2.6532  -0.197
C -4.3846 -0.8453 -3.5771  -0.074
N -1.2576 -4.3361 -2.5687  0.074
H -1.3248 -0.9606 -1.8060  0.043
H -0.3554 -1.7757 -3.1294  0.110
H -0.0485 -2.0431 -1.3401  0.072
H -2.1957 -3.1706 -1.0841  0.126
H -3.7807 -3.5390 -2.8454  0.138
H -2.6929 -2.7837 -4.0743  0.126
H -4.5374 0.2056 -3.3972  0.066
H -5.3917 -1.2941 -3.5064  0.086
H -4.0511 -0.8409 -4.6626  0.102
H -0.6224 -4.1708 -3.3021  0.048
H -0.7103 -4.7655 -1.7801  0.079
C 6.1393 3.8647 0.9967  -0.068
C 5.4229 2.6250 1.5160  -0.380
C 3.9692 3.0301 2.0586  -0.159
O 4.1838 3.4968 3.4055  -0.198
C 3.0588 3.2500 4.1714  -0.149
N 5.3447 1.5768 0.4541  0.033
H 5.5585 4.1596 0.1153  0.067
H 7.1350 3.4964 0.6273  0.084
H 6.3216 4.7113 1.6920  0.089
H 5.8600 2.2041 2.4496  0.142
H 3.2454 2.1197 2.1658  0.136
H 3.5268 3.8722 1.4410  0.117
H 3.0504 2.2844 4.6165  0.067
H 2.0879 3.4791 3.6654  0.077
H 3.0499 3.9286 5.0482  0.094
H 4.9271 1.9715 -0.4307  0.070
H 6.2470 1.1730 0.2602  0.066
C -1.8868 8.3290 -1.2722  -0.060
C -1.6613 8.6151 0.2980  -0.438
C -0.2564 8.2445 0.6059  -0.253
O -0.1447 6.8647 0.8236  -0.199
C 1.2267 6.4190 1.1386  -0.043
N -2.0533 9.9427 0.6592  0.038
H -1.4989 7.3713 -1.6206  0.065
H -1.4252 9.0705 -1.8848  0.058
H -2.9580 8.3532 -1.4346  0.059
H -2.2651 7.9314 0.8246  0.108
H 0.0980 8.7646 1.5096  0.127
H 0.3769 8.5203 -0.3127  0.146
H 1.0751 5.3531 1.3961  0.054
H 1.7772 6.9590 1.8779  0.086
H 1.7405 6.3523 0.1862  0.086
H -1.8105 10.5714 -0.1110  0.075
H -3.0896 9.9775 0.6447  0.092
C -0.5432 1.6264 -4.2439  -0.057
C 0.0625 1.2847 -5.5961  -0.468
C -0.3485 -0.0601 -6.1921  -0.233
O -1.7132 -0.1597 -6.4680  -0.172
C -1.9755 -1.2910 -7.2895  -0.094
N 0.1161 2.3602 -6.5099  0.053
H -1.6108 1.8547 -4.2064  0.074
H 0.0230 2.5651 -3.9867  0.084
H -0.3666 0.8189 -3.4758  0.077
H 1.1229 1.0443 -5.2971  0.132
H 0.0103 -0.8617 -5.5882  0.105
H 0.1719 -0.1611 -7.1297  0.109
H -2.9944 -1.2155 -7.5795  0.077
H -1.8779 -2.2071 -6.6597  0.096
H -1.3392 -1.3492 -8.1244  0.068
H 0.4254 2.0401 -7.4199  0.079
H -0.7112 2.9178 -6.6225  0.077
C -5.5328 3.3659 2.9351  -0.051
C -4.5147 4.1272 3.7829  -0.376
C -3.9476 3.3205 5.0043  -0.193
O -3.0076 2.3997 4.5033  -0.207
C -2.5746 1.4259 5.4534  -0.073
N -3.4287 4.7884 3.0218  0.057
H -5.7148 3.9154 2.0109  0.073
H -6.5044 3.2253 3.4213  0.079
H -5.3057 2.3350 2.7426  0.047
H -5.0759 4.9543 4.1602  0.117
H -4.8515 2.8657 5.4425  0.124
H -3.4673 3.8563 5.7867  0.107
H -1.8498 0.7783 4.9614  0.075
H -3.4047 0.9478 5.9229  0.078
H -2.0425 1.9121 6.2845  0.087
H -2.6325 4.1153 2.8810  0.049
H -3.0620 5.5217 3.5761  0.057
C 2.4180 -0.6978 -1.9605  -0.070
C 3.8775 -0.6236 -2.3970  -0.416
C 4.5781 -2.0205 -2.1400  -0.178
O 5.9241 -1.9135 -2.6081  -0.190
C 6.8766 -1.8032 -1.5957  -0.116
N 3.9739 -0.3052 -3.8236  0.029
H 1.8849 -1.5587 -2.5190  0.082
H 1.9005 0.1667 -2.3438  0.041
H 2.2247 -0.8688 -0.8639  0.083
H 4.3979 0.1605 -1.7764  0.114
H 3.9826 -2.7681 -2.6861  0.121
H 4.5313 -2.1733 -1.0760  0.088
H 6.8895 -0.8594 -0.9824  0.095
H 7.8007 -1.7519 -2.1027  0.067
H 6.9056 -2.7087 -1.0047  0.088
H 4.8498 -0.6746 -4.1970  0.075
H 3.2304 -0.7461 -4.3862  0.080
C 2.2115 -4.3125 -0.0770  -0.115
O 0.9025 -3.8832 0.3452  -0.180
H 2.2559 -5.3186 -0.4919  0.063
H 2.5483 -3.6528 -0.9478  0.082
H 2.9417 -4.3296 0.7035  0.059
H 0.3632 -4.7252 0.3100  0.033
C 3.9756 -1.0477 2.5144  -0.157
O 4.0270 -0.9618 1.0743  -0.220
H 3.4843 -0.1448 2.9901  0.062
H 3.2463 -1.8761 2.7374  0.077
H 5.0027 -1.1177 2.9133  0.078
H 4.4898 -0.0551 0.8284  0.063
C 0.5802 -0.9636 5.3952  -0.129
O -0.5411 -1.5700 4.7325  -0.138
H 1.0699 -0.2226 4.7747  0.063
H 0.1582 -0.5484 6.3098  0.079
H 1.3432 -1.6719 5.6742  0.053
H -0.3997 -1.8208 3.8305  -0.001
C -2.0646 -4.6729 4.5939  -0.083
O -2.0814 -5.1342 3.1902  -0.144
H -2.5957 -5.4157 5.1809  0.071
H -1.0340 -4.8567 4.9166  0.046
H -2.3317 -3.6247 4.7742  0.080
H -2.8648 -4.8426 2.7396  0.030
C -0.9333 2.9346 1.7421  -0.100
O 0.0976 3.6452 2.5380  -0.151
H -1.6943 3.6074 1.3257  0.053
H -0.5059 2.5031 0.8041  0.061
H -1.3464 2.1036 2.3542  0.083
H -0.1346 4.5855 2.5481  0.055
C -7.0465 0.7784 -1.1129  -0.136
O -6.0395 1.4404 -0.3525  -0.128
H -7.8572 0.5471 -0.4595  0.069
H -7.3933 1.4480 -1.8714  0.074
H -6.6903 -0.1643 -1.5330  0.070
H -5.3782 1.6456 -1.0357  0.046
C -3.2874 -0.7730 1.5722  -0.129
O -3.8693 0.4984 1.8765  -0.116
H -2.7098 -0.8015 0.6125  0.070
H -2.5608 -1.0005 2.3143  0.054
H -3.9916 -1.6080 1.4752  0.067
H -4.6769 0.5803 1.3624  0.042
C 1.8260 -4.7588 4.3545  -0.066
O 2.3714 -4.5923 2.9950  -0.133
H 2.3029 -5.6363 4.6387  0.048
H 2.1843 -3.8528 4.9241  0.087
H 0.7574 -4.7736 4.4972  0.046
H 1.6581 -4.2497 2.5080  0.005
C 0.2769 -0.6021 1.7447  -0.125
O -0.1866 -1.8789 2.0741  -0.126
H 0.1320 0.0324 2.5905  0.065
H 1.3284 -0.5385 1.5935  0.065
H -0.3592 -0.2256 0.9676  0.069
H 0.0279 -2.4844 1.3686  0.044

---

Record 2
2 unconnected molecules or ions with the total composition C9H18N2. Source: OMol25; level of theory: ωB97M-V/def2-TZVPD.

Values from the calculation:
energy above the lowest of the compared OMol25 structures with the same formula, charge and spin: 57.8 kJ/mol
E_HOMO: -8.69 eV
molar mass: 154.26 g mol⁻¹
orbital gap: 9.5 eV

Each line ends with the Löwdin charge.
Atoms and positions in Å:
C -0.4700 0.7124 2.2520  -0.489
C 0.7886 0.0406 1.6069  -0.083
C -1.7282 -0.1086 2.0140  -0.088
C -0.1826 1.0547 3.7284  -0.083
H -0.5080 1.6206 1.6431  0.119
H 0.6634 -1.0479 1.6560  0.070
H -1.6557 -1.1104 2.4255  0.073
H -2.5275 0.4153 2.5296  0.073
H -1.8230 -0.2448 0.9372  0.069
H -1.0983 1.4857 4.1417  0.068
H -0.0390 0.0915 4.2236  0.079
H 1.7485 0.3822 1.9577  0.071
H 0.6509 0.2000 0.5344  0.037
H 0.6805 1.7080 3.7769  0.071
C 0.7399 0.7832 -2.9272  -0.200
C 1.9132 1.3178 -2.1514  -0.113
C 0.1874 -0.5486 -2.4628  -0.315
C -1.0777 -0.9779 -2.6794  -0.062
C 0.0265 -2.3786 -1.4127  -0.221
N 0.8509 -1.3798 -1.5896  0.107
N -1.1587 -2.2013 -2.0170  0.047
H -0.0697 1.4947 -2.7963  0.103
H 0.8704 0.7074 -4.0065  0.108
H 1.9859 2.4048 -2.0960  0.069
H -1.8759 -0.6109 -3.2821  0.109
H 0.2971 -3.1800 -0.7421  0.119
H -2.0194 -2.5850 -1.6660  0.144
H 2.9320 1.0482 -2.4545  0.074
H 1.8986 0.9066 -1.1432  0.044

---

> The highest orbital gap belongs to which entry?

C9H18N2